[1]
Below is a structure of composition C5H9FO, with properties calculated with wB97M-V/def2-TZVPD.

```
! wB97M-V def2-TZVPD RIJCOSX def2/J DEFGRID3
* xyz 0 1
C -0.952 -0.034 0.993
C -0.554 -0.505 -0.303
C -0.998 -0.813 2.330
C 1.871 0.575 -1.448
C 0.351 0.564 -1.761
O -1.842 -0.261 -0.100
F -0.265 1.775 -1.612
H -0.661 0.971 1.106
H -0.472 -1.612 -0.573
H -1.630 -1.666 2.119
H -1.378 -0.203 3.193
H -0.002 -0.971 2.656
H 2.427 1.137 -2.303
H 2.325 -0.379 -1.109
H 1.923 1.347 -0.619
H -0.143 0.075 -2.568
*
```

Computed properties:
HOMO level = -8.7 eV
ΔE to the lowest compared entry with this formula, charge and spin = 349.8 kJ/mol
lowest unoccupied orbital energy = 1.0 eV


[2]
Below is the molecule C3H6N2, with properties calculated with wB97M-V/def2-TZVPD.

```
! wB97M-V def2-TZVPD RIJCOSX def2/J DEFGRID3
* xyz 0 1
C -0.156 0.756 1.779
N 0.751 0.265 1.037
N 0.602 0.427 -0.337
C 0.699 -0.803 -1.098
C -0.606 -0.085 -0.967
H -1.068 1.216 1.383
H 0.008 0.709 2.851
H 0.836 -1.708 -0.518
H 1.294 -0.754 -2.006
H -0.996 0.522 -1.791
H -1.366 -0.545 -0.334
*
```

Computed properties:
structure (SMILES) = C=NN1CC1
HOMO level = -9.2 eV
ΔE to the lowest compared entry with this formula, charge and spin = 267.2 kJ/mol
lowest unoccupied orbital energy = 1.2 eV


[3]
Below is a cluster of 10 separate species, C38H105N9O10 in total, with properties calculated with wB97M-V/def2-TZVPD.

```
! wB97M-V def2-TZVPD RIJCOSX def2/J DEFGRID3
* xyz 0 1
C -6.092 -18.124 8.365
O -5.478 -18.855 7.321
C -6.345 -19.407 6.273
C -5.450 -20.016 5.137
C -4.807 -18.843 4.340
N -6.168 -20.779 4.163
H -6.400 -17.179 7.917
H -5.355 -17.926 9.143
H -6.949 -18.739 8.637
H -6.987 -20.193 6.670
H -7.098 -18.693 5.939
H -4.686 -20.682 5.539
H -5.644 -18.255 3.965
H -4.153 -19.161 3.528
H -4.239 -18.207 5.019
H -5.587 -20.976 3.362
H -6.545 -21.652 4.502
C -4.243 -16.063 15.938
O -5.033 -17.172 15.447
C -4.828 -17.670 14.148
C -5.853 -18.704 13.789
C -5.893 -18.969 12.240
N -7.217 -18.352 14.170
H -4.595 -15.588 16.854
H -4.150 -15.320 15.145
H -3.198 -16.315 16.119
H -4.815 -16.755 13.555
H -3.873 -18.191 14.075
H -5.756 -19.604 14.396
H -6.344 -18.223 11.586
H -6.389 -19.903 11.976
H -4.873 -18.951 11.855
H -6.941 -18.138 15.117
H -7.473 -17.548 13.614
C -1.069 -20.351 8.108
O -0.819 -20.671 6.741
C -1.212 -19.690 5.780
C -0.548 -18.316 5.917
C -0.759 -17.225 4.849
N 0.859 -18.507 5.932
H -0.540 -19.434 8.366
H -0.650 -21.179 8.678
H -2.112 -20.095 8.299
H -0.882 -20.195 4.873
H -2.292 -19.618 5.645
H -0.902 -17.745 6.775
H -1.764 -16.843 4.669
H -0.415 -17.472 3.845
H -0.222 -16.318 5.126
H 1.411 -18.196 5.145
H 0.985 -19.486 6.144
C -0.777 -24.672 1.506
O -1.992 -25.334 1.918
C -3.300 -24.623 1.787
C -3.460 -23.267 2.490
C -3.034 -23.299 3.969
N -4.856 -22.968 2.460
H -0.799 -23.585 1.593
H -0.562 -24.911 0.464
H -0.077 -25.141 2.197
H -3.401 -24.468 0.713
H -4.169 -25.234 2.030
H -2.858 -22.490 2.020
H -3.120 -22.259 4.284
H -2.020 -23.697 4.008
H -3.759 -23.836 4.581
H -5.516 -23.726 2.370
H -4.990 -22.454 1.601
C -9.505 -12.799 7.235
O -8.735 -13.788 7.885
C -9.081 -13.953 9.280
C -8.200 -15.037 9.822
C -8.456 -15.169 11.312
N -6.819 -14.936 9.559
H -10.528 -12.750 7.610
H -9.685 -12.837 6.160
H -9.184 -11.783 7.462
H -9.018 -12.975 9.757
H -10.133 -14.221 9.382
H -8.517 -15.959 9.334
H -7.780 -15.962 11.633
H -9.464 -15.375 11.672
H -8.136 -14.211 11.723
H -6.774 -14.606 8.606
H -6.570 -14.104 10.076
C -1.673 -25.108 7.532
O -2.388 -24.289 8.501
C -3.484 -23.714 7.796
C -4.245 -22.719 8.705
C -4.628 -23.346 10.057
N -5.313 -22.119 7.913
H -0.726 -25.388 7.994
H -1.417 -24.668 6.568
H -2.154 -26.063 7.326
H -3.108 -23.183 6.922
H -4.120 -24.517 7.425
H -3.461 -21.981 8.868
H -5.247 -24.224 9.869
H -5.222 -22.660 10.661
H -3.827 -23.569 10.762
H -5.791 -21.473 8.525
H -5.088 -21.651 7.047
C -6.403 -20.541 -3.346
O -5.789 -19.973 -2.173
C -4.456 -20.470 -2.038
C -3.959 -20.089 -0.627
C -2.493 -20.420 -0.431
N -4.652 -20.799 0.383
H -7.263 -19.907 -3.562
H -6.761 -21.567 -3.270
H -5.613 -20.549 -4.097
H -4.467 -21.556 -2.131
H -3.844 -19.997 -2.806
H -4.066 -19.050 -0.315
H -2.314 -20.059 0.581
H -1.954 -19.880 -1.210
H -2.134 -21.427 -0.643
H -5.622 -20.722 0.113
H -4.501 -20.248 1.216
C -9.009 -17.614 -2.619
O -9.132 -18.556 -1.607
C -8.363 -18.097 -0.484
C -8.269 -19.160 0.645
C -7.351 -18.777 1.760
N -7.584 -20.269 -0.039
H -9.211 -16.564 -2.405
H -9.828 -17.841 -3.301
H -8.164 -17.718 -3.299
H -7.320 -17.842 -0.671
H -8.786 -17.188 -0.056
H -9.239 -19.356 1.102
H -7.802 -18.232 2.590
H -6.437 -18.330 1.368
H -7.013 -19.679 2.270
H -6.967 -19.772 -0.666
H -8.282 -20.700 -0.629
C -7.770 -27.729 6.477
O -6.851 -26.929 7.092
C -7.201 -25.603 7.456
C -7.635 -24.728 6.159
C -6.451 -24.747 5.111
N -7.788 -23.395 6.624
H -8.063 -27.209 5.565
H -8.588 -28.091 7.100
H -7.192 -28.574 6.104
H -8.054 -25.427 8.112
H -6.489 -25.042 8.062
H -8.529 -25.121 5.676
H -6.518 -24.038 4.286
H -6.353 -25.787 4.800
H -5.492 -24.543 5.586
H -8.275 -23.560 7.494
H -6.868 -23.003 6.758
C -9.088 -23.970 2.856
C -9.219 -22.604 3.506
O -9.875 -22.662 4.772
H -8.487 -24.007 1.948
H -10.095 -24.365 2.717
H -8.595 -24.682 3.517
H -9.848 -21.998 2.854
H -8.241 -22.137 3.617
H -9.233 -22.925 5.436
*
```

Computed properties:
structure (SMILES) = COC[C@H](C)N.COC[C@H](C)N.COC[C@H](C)N.COC[C@H](C)N.COC[C@H](C)N.COC[C@H](C)N.COC[C@H](C)N.COC[C@H](C)N.COC[C@H](C)N.CCO
HOMO level = -8.6 eV
ΔE to the lowest compared entry with this formula, charge and spin = 564.7 kJ/mol
lowest unoccupied orbital energy = 0.6 eV


[4]
Below is a structure of composition C5H7NO, with properties calculated with wB97M-V/def2-TZVPD.

```
! wB97M-V def2-TZVPD RIJCOSX def2/J DEFGRID3
* xyz 0 1
O -1.531 0.529 -1.415
C -0.637 0.957 -0.424
C -0.652 0.365 0.962
C 0.252 -0.821 0.976
C 0.844 -1.018 -0.405
C 0.838 0.512 -0.430
N 0.819 0.545 1.110
H -1.927 -0.303 -1.125
H -0.689 2.049 -0.370
H -1.335 0.585 1.777
H 0.262 -1.513 1.814
H 0.288 -1.563 -1.176
H 1.865 -1.402 -0.330
H 1.601 1.078 -0.964
*
```

Computed properties:
HOMO level = -9.7 eV
ΔE to the lowest compared entry with this formula, charge and spin = 280.7 kJ/mol
lowest unoccupied orbital energy = 0.9 eV


[5]
Below is the ion C3H3ClNO with charge +1, with properties calculated with wB97M-V/def2-TZVPD.

```
! wB97M-V def2-TZVPD RIJCOSX def2/J DEFGRID3
* xyz 1 1
C 0.258 0.009 -0.023
C -0.256 -0.783 -0.859
C -0.153 1.485 0.136
N -1.520 1.393 -0.472
O -1.873 2.153 -1.248
Cl 0.948 2.652 -0.631
H 1.095 -0.228 0.614
H -0.732 -1.582 -1.316
H -0.029 1.705 1.299
*
```

Computed properties:
HOMO level (spin up / spin down) = -14.9 / -14.9 eV
ΔE to the lowest compared entry with this formula, charge and spin = 416.5 kJ/mol
lowest unoccupied orbital energy (spin up / spin down) = -8.0 / -8.0 eV


[6]
Below is a structure of composition C19H37N3NiO6, with properties calculated with wB97M-V/def2-TZVPD.

```
! wB97M-V def2-TZVPD RIJCOSX def2/J DEFGRID3
* xyz 2 3
Ni 0.503 -0.291 0.486
C -2.097 -0.171 -1.276
C -2.699 -0.469 0.078
O -1.623 -0.786 0.977
C -1.960 -0.700 2.359
C -0.685 -0.917 3.128
O 0.366 -0.066 2.636
C 0.331 1.299 3.098
C -0.288 2.203 2.070
O 0.384 1.919 0.847
C -0.078 2.678 -0.284
C -1.296 2.040 -0.877
O -0.956 0.679 -1.109
H -2.837 0.286 -1.933
H -1.726 -1.074 -1.733
H -3.387 -1.311 -0.005
H -3.253 0.382 0.478
H -2.689 -1.464 2.634
H -2.399 0.278 2.572
H -0.328 -1.930 2.980
H -0.846 -0.746 4.190
H 1.364 1.588 3.271
H -0.211 1.368 4.039
H -0.124 3.242 2.356
H -1.363 2.037 1.968
H 0.736 2.663 -1.008
H -0.275 3.710 0.001
H -1.560 2.533 -1.813
H -2.149 2.116 -0.197
C 2.651 0.025 -1.457
C 4.152 0.068 -1.868
N 4.987 0.218 -0.679
C 4.613 1.430 0.044
C 3.142 1.318 0.546
N 2.544 0.042 0.043
C 3.340 -1.094 0.607
C 4.833 -0.942 0.190
H 2.157 -0.865 -1.832
H 2.113 0.893 -1.841
H 4.341 0.903 -2.542
H 4.434 -0.849 -2.386
H 4.724 2.285 -0.621
H 5.293 1.570 0.885
H 2.549 2.153 0.192
H 3.095 1.306 1.637
H 2.921 -2.021 0.229
H 3.222 -1.084 1.691
H 5.173 -1.831 -0.342
H 5.467 -0.812 1.066
O 0.408 -1.994 -1.289
C 0.481 -2.770 -0.338
O 0.691 -2.383 0.864
C 0.383 -4.275 -0.595
N 0.685 -4.998 0.718
C 1.989 -5.753 0.547
C 2.659 -5.045 -0.624
C 1.474 -4.757 -1.553
H -0.624 -4.500 -0.936
H -0.072 -5.597 1.034
H 0.791 -4.225 1.371
H 1.752 -6.783 0.293
H 2.544 -5.734 1.480
H 3.419 -5.672 -1.086
H 3.135 -4.117 -0.292
H 1.161 -5.678 -2.046
H 1.673 -4.009 -2.316
*
```

Computed properties:
⟨S²⟩ = 2.00
HOMO level (spin up / spin down) = -13.3 / -13.3 eV
lowest unoccupied orbital energy (spin up / spin down) = -4.9 / -5.5 eV


[7]
Below is a cluster of 2 separate species, C4H15N2O in total, with properties calculated with wB97M-V/def2-TZVPD.

```
! wB97M-V def2-TZVPD RIJCOSX def2/J DEFGRID3
* xyz 1 1
C 0.578 0.439 1.091
N 0.288 0.688 2.522
C -0.555 -0.171 0.330
N -0.662 -1.609 0.925
C -1.174 -1.061 -1.994
C -0.157 -0.279 -1.183
H 1.464 -0.249 1.051
H 0.951 1.340 0.545
H 1.182 0.828 2.969
H -0.457 1.377 2.603
H -1.542 0.316 0.383
H 0.168 -2.141 0.614
H -0.414 -1.490 1.933
H -1.602 -1.998 0.729
H -1.875 -1.746 -1.500
H -0.893 -1.584 -2.892
H -1.860 -0.273 -2.500
H 0.800 -0.813 -1.194
H -0.139 0.760 -1.547
H 2.675 2.417 -0.708
H 1.485 3.034 -1.315
O 1.740 2.215 -0.861
*
```

Computed properties:
HOMO level = -13.2 eV
ΔE to the lowest compared entry with this formula, charge and spin = 147.2 kJ/mol
lowest unoccupied orbital energy = -3.0 eV


[8]
Below is the molecule CH2S2, with properties calculated with wB97M-V/def2-TZVPD.

```
! wB97M-V def2-TZVPD RIJCOSX def2/J DEFGRID3
* xyz 0 1
C -0.433 -0.122 0.021
S -2.021 -0.694 -0.023
S -3.681 0.379 0.008
H 0.451 -0.717 0.465
H -0.369 0.853 -0.287
*
```

Computed properties:
HOMO level (spin up / spin down) = -8.9 / -8.9 eV
ΔE to the lowest compared entry with this formula, charge and spin = 127.8 kJ/mol
lowest unoccupied orbital energy (spin up / spin down) = -1.3 / -1.3 eV


[9]
Below is a cluster of 2 separate species, C13H17N3O4 in total, with properties calculated with wB97M-V/def2-TZVPD.

```
! wB97M-V def2-TZVPD RIJCOSX def2/J DEFGRID3
* xyz 0 1
C -0.087 -2.061 -2.017
C 0.168 -1.116 -0.740
C 0.248 -1.468 -3.343
C -0.258 -2.490 -4.628
C -0.599 -0.268 1.395
C -1.605 -0.866 2.467
C -0.665 1.182 1.081
C 0.255 1.910 1.964
C 1.602 1.817 2.018
C -0.234 2.915 2.853
C 2.493 2.486 2.801
C 0.581 3.494 3.935
C 2.085 3.459 3.739
H -1.890 -2.979 -2.611
H -2.073 -1.441 -2.667
H 0.334 -3.008 -1.779
H -0.397 -0.647 -3.564
H 1.366 -1.218 -3.573
H -0.180 -2.612 -6.744
H 1.564 -1.897 -5.909
H -1.619 -1.739 0.013
H 0.431 -0.485 1.781
H -1.618 1.441 1.395
H -0.461 1.242 -0.065
H 2.044 1.265 1.243
H -1.390 2.868 2.900
H 3.733 2.287 2.847
H 0.193 4.135 4.745
H 2.772 3.799 4.483
H -0.861 0.774 3.164
N -1.643 -2.176 -2.120
N -0.012 -1.916 -5.965
N -0.699 -1.159 0.185
O 1.174 -0.279 -0.674
O -0.960 -3.405 -4.476
O -2.290 -1.819 2.346
O -1.500 -0.025 3.519
*
```

Computed properties:
HOMO level = -9.4 eV
ΔE to the lowest compared entry with this formula, charge and spin = 729.4 kJ/mol
lowest unoccupied orbital energy = -0.5 eV


[10]
Below is a structure of composition C30H42NOSi, with properties calculated with wB97M-V/def2-TZVPD.

```
! wB97M-V def2-TZVPD RIJCOSX def2/J DEFGRID3
* xyz 1 1
C 1.875 -5.365 3.067
C 1.114 -4.040 3.134
C -0.258 -4.108 2.451
C -1.051 -2.790 2.554
Si -1.559 -1.948 0.947
C -2.481 -3.232 -0.088
C -3.713 -3.863 0.617
C -5.034 -3.646 -0.132
C -6.252 -4.236 0.585
C -2.802 -0.598 1.355
C -2.238 0.436 2.324
C -3.196 1.605 2.529
C -2.532 2.699 3.363
C -0.040 -1.248 0.117
C 1.041 -1.871 -0.476
C 1.821 -0.878 -1.123
C 1.188 0.324 -0.897
O 0.078 0.124 -0.128
H 2.843 -5.275 3.571
H 1.320 -6.177 3.555
H 2.066 -5.655 2.026
H 0.947 -3.760 4.185
H 1.714 -3.243 2.677
H -0.147 -4.423 1.401
H -0.842 -4.900 2.945
H -2.010 -2.973 3.065
H -0.508 -2.028 3.135
H -2.763 -2.763 -1.044
H -1.744 -4.019 -0.323
H -3.550 -4.948 0.719
H -3.805 -3.476 1.648
H -5.195 -2.570 -0.291
H -4.929 -4.107 -1.125
H -7.160 -4.037 0.006
H -6.166 -5.323 0.704
H -6.386 -3.788 1.576
H -3.104 -0.114 0.410
H -3.708 -1.069 1.779
H -2.031 -0.036 3.296
H -1.277 0.806 1.940
H -3.502 2.002 1.553
H -4.101 1.243 3.033
H -3.205 3.551 3.516
H -2.245 2.311 4.350
H -1.626 3.068 2.863
H 1.244 -2.944 -0.462
H 2.727 -1.039 -1.692
H 1.240 1.248 -1.495
C 3.511 1.590 -0.040
C 2.240 2.042 -0.711
N 2.480 2.917 -1.843
C 1.880 4.165 -2.034
C 1.123 4.914 -1.138
C 0.862 6.248 -1.481
C 1.352 6.803 -2.680
C 2.130 6.041 -3.562
C 2.369 4.704 -3.254
C 3.238 3.729 -3.842
C 3.283 2.608 -2.951
C 4.144 1.544 -3.186
C 4.978 1.614 -4.320
C 4.938 2.719 -5.192
C 4.080 3.799 -4.938
H 3.277 1.556 1.023
H 3.861 0.600 -0.353
H 4.335 2.306 -0.174
H 1.629 2.625 -0.009
H 0.769 4.471 -0.203
H 0.281 6.862 -0.791
H 1.119 7.843 -2.924
H 2.569 6.446 -4.472
H 4.168 0.706 -2.492
H 5.679 0.799 -4.508
H 5.582 2.731 -6.076
H 4.061 4.693 -5.565
*
```

Computed properties:
HOMO level = -11.2 eV
lowest unoccupied orbital energy = -4.6 eV


[11]
Below is a structure of composition C13H6Cl2F5MoOS2, with properties calculated with wB97M-V/def2-TZVPD.

```
! wB97M-V def2-TZVPD RIJCOSX def2/J DEFGRID3
* xyz 1 1
Mo -0.999 -0.788 0.113
S -2.113 0.878 1.003
C -1.139 1.543 2.335
C -1.493 2.717 2.976
C -0.661 3.211 3.974
C 0.507 2.543 4.312
C 0.860 1.366 3.663
C 0.027 0.874 2.672
S 0.396 -0.637 1.811
H -2.403 3.237 2.706
H -0.930 4.123 4.488
H 1.151 2.937 5.087
H 1.770 0.840 3.922
F 3.692 -1.297 -5.106
C 2.765 -1.022 -4.205
C 2.213 0.250 -4.147
F 2.620 1.181 -4.995
C 1.243 0.547 -3.206
F 0.711 1.762 -3.147
C 0.817 -0.429 -2.316
O -0.130 -0.208 -1.394
C 1.382 -1.697 -2.390
F 0.930 -2.613 -1.514
C 2.347 -2.008 -3.322
F 2.869 -3.225 -3.375
Cl -1.945 -2.960 1.021
C -3.443 -2.913 0.026
Cl -3.172 -1.761 -1.287
H -4.238 -2.549 0.667
H -3.633 -3.903 -0.371
*
```

Computed properties:
HOMO level = -12.0 eV
ΔE to the lowest compared entry with this formula, charge and spin = 0.0 kJ/mol
lowest unoccupied orbital energy = -5.1 eV


[12]
Below is a cluster of 2 separate species, ClN2O2 in total, with properties calculated with wB97M-V/def2-TZVPD.

```
! wB97M-V def2-TZVPD RIJCOSX def2/J DEFGRID3
* xyz -1 1
N -2.050 0.462 -0.905
N 0.663 -0.431 0.797
O 1.194 -0.702 1.880
O 1.133 -0.777 -0.288
Cl -0.939 1.448 -1.483
*
```

Computed properties:
HOMO level (spin up / spin down) = -2.4 / -2.5 eV
ΔE to the lowest compared entry with this formula, charge and spin = 261.6 kJ/mol
lowest unoccupied orbital energy (spin up / spin down) = 2.7 / 2.7 eV